# 1
14
Properties=species:S:1:pos:R:3:forces:R:3:nbo_charge:R:1 method="wB97M-V/def2-TZVPD" largest_force_ha_per_bohr=0.01226 charge=0 smiles="CN1CC(=O)[C@@H]1O" homo_lumo_gap_ev=10.584 homo_ev=-9.70
O -0.871 0.610 2.066 0.0 -0.6 0.2 -0.684
C -0.476 0.544 0.740 0.0 0.5 0.0 0.133
C -0.848 -1.208 -0.942 -0.2 0.0 0.1 -0.422
N 0.057 -0.674 0.073 0.0 -0.1 -0.4 -0.419
C 1.209 0.056 -0.524 0.2 0.1 0.0 -0.351
C 0.885 1.192 0.421 0.2 0.4 0.2 0.563
O 1.516 2.071 0.933 -0.3 -0.2 -0.2 -0.492
H -0.113 0.638 2.665 0.0 -0.1 -0.2 0.482
H -1.368 0.846 0.186 0.2 0.6 -0.2 0.175
H -1.765 -1.570 -0.469 0.2 -0.1 0.0 0.211
H -1.143 -0.439 -1.688 0.2 -0.2 0.2 0.165
H -0.367 -2.034 -1.468 -0.1 0.0 0.0 0.209
H 1.094 0.390 -1.574 -0.2 -0.3 0.2 0.204
H 2.189 -0.421 -0.419 -0.2 0.1 0.1 0.226


# 2
14
Properties=species:S:1:pos:R:3:forces:R:3:nbo_charge:R:1 method="wB97M-V/def2-TZVPD" largest_force_ha_per_bohr=0.00836 charge=0 homo_lumo_gap_ev=10.698 homo_ev=-9.96
C -3.048 0.722 -0.055 0.0 0.0 0.0 -0.857
C 0.327 0.472 0.959 0.2 -0.2 -0.2 0.490
O 0.071 -0.622 0.264 -0.1 0.2 0.2 -0.483
C 1.238 -1.164 -0.382 0.1 0.0 -0.1 -0.188
C 2.303 -0.199 0.034 0.3 -0.2 -0.2 0.506
N 3.522 -0.196 -0.244 -0.4 0.1 0.2 -0.627
O 1.643 0.738 0.832 -0.1 0.1 0.1 -0.518
H -3.945 1.301 0.181 0.1 -0.1 -0.1 0.209
H -3.251 -0.344 0.070 0.0 0.1 0.0 0.209
H -2.756 0.909 -1.092 0.0 0.0 0.2 0.206
H -2.239 1.014 0.619 -0.1 0.0 -0.2 0.227
H 1.077 -1.180 -1.461 0.0 0.0 0.1 0.232
H 1.416 -2.176 -0.014 0.0 0.1 0.0 0.231
H 3.995 0.597 0.192 0.0 -0.1 0.0 0.363


# 3
14
Properties=species:S:1:pos:R:3:forces:R:3:nbo_charge:R:1 method="wB97M-V/def2-TZVPD" largest_force_ha_per_bohr=0.01060 charge=0 homo_lumo_gap_ev=10.484 homo_ev=-9.66
C -2.192 -0.152 -0.085 -0.1 0.0 -0.1 -0.699
C -0.728 0.186 0.043 0.0 0.3 -0.1 0.581
N -0.148 1.307 -0.074 0.0 -0.3 0.1 -0.734
O 0.015 -0.912 0.313 -0.1 0.0 0.0 -0.497
C 1.380 -0.640 0.612 0.2 0.0 0.1 -0.185
C 2.144 -0.045 -0.557 0.3 0.1 0.1 0.437
O 3.186 0.543 -0.416 -0.4 -0.3 -0.1 -0.521
H -2.364 -1.204 0.162 0.0 0.3 -0.1 0.240
H -2.786 0.482 0.584 0.2 -0.1 -0.1 0.236
H -2.532 0.043 -1.109 0.1 -0.1 0.2 0.237
H -0.777 2.070 -0.279 -0.2 0.0 0.0 0.359
H 1.474 0.029 1.474 0.0 -0.1 -0.2 0.217
H 1.814 -1.614 0.855 0.0 0.1 0.0 0.217
H 1.714 -0.259 -1.558 0.0 0.1 0.1 0.112


# 4
14
Properties=species:S:1:pos:R:3:forces:R:3:nbo_charge:R:1 method="wB97M-V/def2-TZVPD" largest_force_ha_per_bohr=0.00929 charge=0 smiles="C[C@H]1CNC(=O)O1" homo_lumo_gap_ev=10.719 homo_ev=-9.96
C -0.065 1.021 -1.491 0.0 0.0 0.0 -0.625
C 0.281 -0.201 -0.665 0.2 0.1 -0.1 0.089
C 0.833 0.132 0.745 0.1 0.1 0.0 -0.233
N -0.182 -0.453 1.582 -0.1 -0.1 0.1 -0.648
C -1.122 -1.165 0.889 -0.2 -0.1 0.2 0.879
O -2.010 -1.842 1.337 0.3 0.3 -0.2 -0.608
O -0.905 -0.976 -0.441 -0.1 -0.1 0.1 -0.496
H -0.722 1.688 -0.923 0.1 -0.1 -0.1 0.214
H -0.585 0.725 -2.406 0.1 0.0 0.1 0.228
H 0.845 1.568 -1.762 -0.1 -0.1 0.0 0.215
H 0.983 -0.844 -1.206 -0.1 0.1 0.0 0.185
H 0.910 1.215 0.897 0.0 -0.1 -0.1 0.192
H 1.821 -0.309 0.922 -0.1 0.0 -0.1 0.194
H -0.087 -0.602 2.572 0.0 0.0 -0.1 0.415


# 5
14
Properties=species:S:1:pos:R:3:forces:R:3:nbo_charge:R:1 method="wB97M-V/def2-TZVPD" largest_force_ha_per_bohr=0.02640 charge=0 homo_lumo_gap_ev=9.062 homo_ev=-8.62
C -0.751 -1.136 0.384 0.0 -0.1 -0.1 -0.642
C -0.212 0.244 0.057 0.2 0.3 0.7 -0.334
C -1.023 1.331 0.135 0.4 -0.1 0.0 0.296
O -2.202 1.250 -0.497 -0.1 -0.5 0.0 -0.637
C 1.214 0.547 -0.058 0.2 0.2 0.3 0.643
O 1.625 1.700 -0.114 0.2 -0.3 0.2 -0.637
N 2.058 -0.530 -0.169 0.2 0.0 0.0 -0.830
H -0.333 -1.381 1.371 -0.1 -0.1 -0.2 0.228
H -1.840 -1.131 0.506 0.2 0.0 -0.1 0.228
H -0.494 -1.957 -0.293 0.0 0.2 -0.1 0.201
H -1.927 0.539 -1.111 -1.3 0.3 0.0 0.491
H -0.829 2.259 0.669 0.2 0.1 -0.6 0.206
H 1.710 -1.434 -0.449 0.0 0.2 0.1 0.388
H 3.004 -0.301 -0.431 0.0 -0.1 0.0 0.400


# 6
14
Properties=species:S:1:pos:R:3:forces:R:3:nbo_charge:R:1 method="wB97M-V/def2-TZVPD" largest_force_ha_per_bohr=0.00951 charge=0 homo_lumo_gap_ev=10.664 homo_ev=-9.93
C -1.772 -0.141 -0.433 -0.2 0.1 -0.1 -0.696
C -0.718 0.150 0.594 -0.1 0.3 0.0 0.564
N -0.553 1.172 1.316 -0.1 -0.4 -0.2 -0.658
O 0.153 -0.909 0.625 -0.1 -0.1 -0.1 -0.525
C 1.538 -0.656 0.460 0.3 0.1 0.1 -0.163
C 1.715 0.146 -0.815 0.1 0.4 0.0 0.403
O 2.146 1.269 -0.851 0.0 -0.5 -0.1 -0.481
H -2.616 0.549 -0.397 0.0 -0.1 0.2 0.220
H -1.317 -0.052 -1.427 0.0 -0.1 0.1 0.231
H -2.099 -1.177 -0.321 -0.1 0.1 0.0 0.239
H -1.317 1.829 1.153 0.2 0.0 0.0 0.348
H 2.004 -0.135 1.299 -0.2 0.0 0.0 0.208
H 1.967 -1.654 0.338 0.2 0.2 0.0 0.206
H 1.343 -0.363 -1.732 0.0 0.1 0.0 0.105


# 7
14
Properties=species:S:1:pos:R:3:forces:R:3:nbo_charge:R:1 method="wB97M-V/def2-TZVPD" largest_force_ha_per_bohr=0.01114 charge=0 smiles="C[C@@H](C=O)C(N)=O" homo_lumo_gap_ev=10.750 homo_ev=-10.09
C -0.946 -1.069 0.636 -0.1 -0.1 0.0 -0.615
C -0.413 0.032 -0.285 0.0 0.0 0.1 -0.424
C -1.175 1.339 -0.109 -0.3 0.1 0.2 0.460
O -2.210 1.438 0.500 0.5 0.0 -0.3 -0.502
C 1.041 0.207 0.154 0.1 0.1 0.2 0.681
O 1.304 0.501 1.307 0.0 0.1 -0.4 -0.615
N 2.007 -0.095 -0.746 0.1 0.0 0.0 -0.816
H -0.385 -0.953 1.570 -0.4 -0.4 -0.1 0.244
H -2.004 -0.924 0.857 0.0 -0.1 -0.2 0.238
H -0.786 -2.060 0.199 0.0 0.2 0.2 0.211
H -0.482 -0.214 -1.357 0.0 0.0 0.2 0.220
H -0.728 2.221 -0.615 0.0 -0.1 0.1 0.112
H 1.825 -0.269 -1.718 0.0 -0.1 0.1 0.397
H 2.951 -0.153 -0.395 0.0 0.1 -0.2 0.408


# 8
14
Properties=species:S:1:pos:R:3:forces:R:3:nbo_charge:R:1 method="wB97M-V/def2-TZVPD" largest_force_ha_per_bohr=0.00868 charge=0 homo_lumo_gap_ev=10.171 homo_ev=-9.94
C 1.294 -1.296 0.095 0.0 0.0 0.0 -0.624
C 0.324 -0.152 -0.046 0.1 -0.1 0.1 0.118
C 0.702 1.149 -0.620 0.1 0.2 0.1 -0.075
O -0.081 0.220 -1.349 -0.1 -0.1 -0.1 -0.451
C -0.748 -0.153 0.973 -0.3 0.1 0.1 0.467
O -0.734 -0.604 2.198 0.1 0.0 0.1 -0.424
N -1.929 0.185 1.238 0.4 -0.1 -0.1 -0.109
H 2.111 -1.179 -0.621 -0.1 0.0 0.1 0.229
H 1.703 -1.320 1.109 0.0 0.0 -0.1 0.236
H 0.790 -2.248 -0.098 0.1 0.1 0.0 0.233
H 0.181 2.053 -0.307 0.1 -0.2 0.0 0.201
H 1.728 1.276 -0.965 -0.2 0.0 0.1 0.194
H -2.940 1.055 -0.649 0.0 0.1 -0.1 0.005
H -2.408 1.118 -1.167 -0.1 0.0 0.0 0.001


# 9
14
Properties=species:S:1:pos:R:3:forces:R:3:nbo_charge:R:1 method="wB97M-V/def2-TZVPD" largest_force_ha_per_bohr=0.01743 charge=0 homo_lumo_gap_ev=10.411 homo_ev=-9.60
C 0.139 0.589 -1.351 0.1 0.1 0.1 -0.695
C 0.420 0.137 0.064 0.4 0.0 0.1 0.230
N 1.240 -0.799 0.365 -0.1 0.6 0.1 -0.153
O 1.923 -1.297 -0.726 0.2 -0.2 -0.2 -0.565
C -1.613 -0.204 0.891 -0.5 0.1 -0.1 0.430
C -0.382 0.545 1.312 0.0 0.0 -0.2 -0.537
O -2.450 0.354 0.220 -0.1 -0.4 0.4 -0.533
H 1.076 0.963 -1.775 -0.1 0.1 0.0 0.242
H -0.190 -0.230 -2.011 0.1 0.1 0.5 0.244
H -0.631 1.362 -1.381 0.2 -0.1 0.1 0.241
H 2.559 -1.885 -0.297 -0.1 0.0 -0.3 0.480
H -1.601 -1.302 1.014 -0.2 0.0 0.2 0.127
H -0.696 1.577 1.513 0.5 0.0 -0.7 0.240
H 0.205 0.188 2.163 -0.5 -0.3 -0.1 0.247


# 10
14
Properties=species:S:1:pos:R:3:forces:R:3:nbo_charge:R:1 method="wB97M-V/def2-TZVPD" largest_force_ha_per_bohr=0.00806 charge=0 homo_lumo_gap_ev=8.086 homo_ev=-7.74
N -1.092 -1.735 1.384 0.0 0.0 0.0 -0.766
C -0.352 -0.922 0.637 0.0 -0.1 0.1 0.700
O 0.191 -1.306 -0.436 -0.1 0.0 0.2 -0.502
C 0.170 0.433 0.894 0.0 0.0 0.0 -0.601
C 1.225 0.079 -0.218 0.1 -0.1 0.1 -0.171
C 0.154 1.537 -2.078 -0.1 0.2 0.0 0.279
O -0.011 2.657 -1.643 0.0 -0.4 -0.1 -0.588
H -1.197 -2.697 1.090 0.0 0.1 0.1 0.416
H -1.498 -1.433 2.255 0.1 0.0 -0.1 0.415
H 0.482 0.610 1.929 0.0 0.0 -0.2 0.222
H -0.484 1.249 0.560 0.0 -0.2 0.1 0.254
H 2.029 -0.474 0.304 -0.1 0.2 -0.2 0.124
H -0.598 0.737 -1.923 0.1 0.1 0.0 0.095
H 0.981 1.264 -2.756 0.0 0.1 0.1 0.121